1.
Entry from the OMol25 dataset: a cluster of 16 separate species, C15H62O16 in total (ωB97M-V/def2-TZVPD).

Calculated values
Orbital gap   9.8462 eV
Total charge   0
E_HOMO   -9.9 eV

Last column: Mulliken charge in e.
Positions of all 93 atoms, in Å:
O 9.86571 4.10260 -16.08803  -0.7099
O 12.46395 1.91724 -22.35764  -0.6743
O 11.85723 4.69465 -18.05128  -0.6527
O 5.35322 2.93486 -17.62255  -0.6410
O 7.06769 -3.90821 -17.56717  -0.5834
O 10.49575 -5.17281 -16.07293  -0.6283
O 14.85506 -0.40276 -17.99142  -0.7705
O 10.96697 3.86532 -20.86580  -0.6135
O 12.28945 0.22707 -18.97525  0.0865
O 11.09226 -0.51041 -21.44119  -0.3956
O 13.93642 2.75441 -18.52858  -0.7738
O 12.63402 -0.82494 -13.19766  -0.5807
O 8.15035 3.78937 -18.54098  -0.4134
O 8.53054 -0.52598 -22.64970  -0.7207
O 15.86645 0.46761 -15.20542  -0.6358
O 9.69779 2.23699 -13.92669  -0.6310
C 12.38251 -4.45651 -17.45019  -1.3036
C 11.76511 0.43067 -16.68056  -1.5557
C 6.45471 0.81864 -17.40115  -0.4377
C 4.90454 1.69189 -15.64510  -1.5399
C 6.47834 0.15771 -21.55350  -1.4023
C 8.26971 1.84240 -22.12967  -1.1348
C 6.82800 -2.66187 -18.25516  0.1549
C 10.20514 1.23590 -18.45670  0.4480
C 11.74172 -3.26029 -15.32486  -1.1040
C 5.95396 2.06258 -16.67068  0.7650
C 8.18502 -1.98754 -18.48958  -0.4902
C 11.24593 -4.04032 -16.51459  1.5040
C 6.04654 -2.90133 -19.49786  -1.3260
C 11.17621 0.15276 -18.05096  1.7071
C 7.98737 0.40952 -21.70357  2.6201
H 15.98912 1.41929 -15.14899  0.2996
H 12.47728 0.96971 -22.16731  0.3115
H 14.35399 2.86836 -17.66728  0.3259
H 5.33015 0.89073 -15.03478  0.3234
H 6.25664 -1.99308 -17.60235  0.2405
H 11.22582 3.65837 -19.96109  0.2339
H 13.74126 1.80818 -18.58231  0.2237
H 15.52366 0.30996 -16.09655  0.3670
H 12.11883 5.46197 -18.57095  0.3140
H 11.53044 3.30247 -21.42172  0.4107
H 10.95833 -3.03326 -14.60204  0.3379
H 8.05822 -1.04975 -19.03257  -0.1435
H 4.56694 2.50104 -15.00325  0.3834
H 6.05108 3.21591 -18.22961  0.3363
H 12.97134 -3.58315 -17.74613  0.1687
H 8.33795 4.52619 -19.13170  0.2328
H 10.57211 -3.42481 -17.12469  -0.4827
H 8.95235 2.84199 -13.83177  0.2911
H 6.96539 -3.70936 -16.63273  0.3790
H 14.75881 -1.33243 -17.76137  0.3211
H 11.03841 0.16436 -15.90736  0.3640
H 12.54382 -3.80272 -14.82197  0.3589
H 11.99133 -4.93700 -18.34602  0.3582
H 11.97516 1.98920 -23.18446  0.2837
H 11.96942 0.11557 -19.88502  -0.0596
H 11.71166 -0.55501 -13.21082  0.2850
H 8.43145 0.25816 -20.71871  -1.5461
H 13.94724 -0.10347 -18.19169  0.1644
H 12.58145 4.05386 -18.18762  0.3629
H 9.99056 1.27452 -19.52562  0.1831
H 12.13989 -2.29541 -15.64442  0.0884
H 9.23964 1.22151 -17.94502  -0.1227
H 6.22319 -0.89641 -21.67976  0.3505
H 10.61894 4.39301 -16.63189  0.3523
H 9.45219 1.45889 -13.41813  0.2824
H 5.82145 -1.98630 -20.05611  0.0790
H 10.14206 3.30895 -15.61400  0.3366
H 5.64176 0.19385 -17.77625  0.3431
H 10.17834 -0.60692 -21.76406  0.2117
H 9.33957 1.92241 -22.34422  0.1727
H 12.64693 -0.14406 -16.39120  0.4258
H 10.58589 2.22919 -18.20273  -0.6416
H 8.16188 -0.34995 -23.52018  0.3403
H 10.75236 -0.85307 -18.08416  -0.4026
H 8.80615 -2.69385 -19.04804  0.6312
H 6.52936 -3.61811 -20.16242  0.3618
H 7.74582 2.06648 -23.06010  0.4982
H 8.06702 2.52161 -21.30453  0.2024
H 9.95474 -5.45996 -16.81427  0.3701
H 6.12249 0.45368 -20.56527  0.2106
H 4.05125 1.29234 -16.19505  0.3668
H 11.50646 -1.36590 -21.60272  0.2318
H 13.11252 -0.05593 -12.87106  0.2974
H 5.92088 0.67801 -22.33705  0.4544
H 8.56718 4.03570 -17.69985  0.2256
H 6.84395 2.55236 -16.25546  0.0569
H 13.08007 -5.11966 -16.93414  0.3734
H 8.73087 -1.78480 -17.56631  0.1948
H 7.10730 0.22891 -16.74545  0.3977
H 12.01453 1.48969 -16.59986  0.1038
H 5.02337 -3.21197 -19.26081  0.3969
H 7.09970 1.04407 -18.25307  -0.3854

=====

2.
Entry from the OMol25 dataset: a structure of composition C15H7Co2N3O6 (ωB97M-V/def2-TZVPD).

Calculated values
Orbital gap   5.6030 eV
Total charge   -2
E_HOMO   -0.6 eV

Last column: natural (NBO) charge in e.
Positions of all 33 atoms, in Å:
Co 2.84111 -1.11977 -0.40100  -0.0653
Co 1.64496 1.03278 -0.29303  -0.1163
O 0.19408 0.61834 -2.79292  -0.5616
O 4.10013 2.10514 -1.52171  -0.5701
O 0.78425 3.78870 0.15536  -0.5159
O 1.57702 -2.38053 -2.69934  -0.5855
O 5.65618 -0.78913 -1.03617  -0.5870
O 3.00329 -3.52535 1.19468  -0.5770
N -1.89813 2.95199 3.60470  0.1677
N -2.61071 3.80827 4.00499  -0.5687
N -1.17810 2.09748 3.21168  -0.5615
C 1.91184 -0.15119 1.04385  -0.5221
C -0.66510 0.05423 1.37883  -0.4143
C 2.95129 -2.56955 0.54503  0.5521
C 2.04343 -1.80232 -1.81231  0.4365
C -4.06723 -0.23223 -0.22525  -0.2299
C 0.75443 0.67266 -1.78313  0.5447
C -1.45117 -1.12481 -0.66390  -0.2608
C 4.52753 -0.87937 -0.80317  0.4454
C 0.59523 0.20712 0.91548  0.0215
C -2.47653 -1.55697 -1.50371  -0.2116
C -3.05317 0.15699 0.64215  -0.2374
C -1.72260 -0.29627 0.45294  0.0762
C 1.11688 2.69732 -0.03231  0.6074
C 3.23387 1.49083 -1.06362  0.5074
C -3.78376 -1.09976 -1.29406  -0.2764
H -5.08592 0.12753 -0.05922  0.1918
H -2.24233 -2.25315 -2.31338  0.1969
H -0.42813 -1.49129 -0.81612  0.2181
H -4.58636 -1.42994 -1.95442  0.1844
H 2.44973 -0.15683 2.00104  0.1979
H -0.89471 0.22294 2.43431  0.2810
H -3.24130 0.82616 1.48374  0.2325

=====

3.
Entry from the OMol25 dataset: a cluster of 2 separate species, C15H7F3N5O8S in total (ωB97M-V/def2-TZVPD).

Calculated values
Orbital gap   3.6719 eV
Total charge   -1
E_HOMO   -3.6 eV

Last column: natural (NBO) charge in e.
Positions of all 39 atoms, in Å:
S 1.45195 1.02870 1.74773  1.9451
F 2.84256 -0.74301 2.97183  -0.2925
F 4.03217 0.79596 1.91016  -0.3064
F 2.96988 -0.78061 0.76923  -0.3068
O 1.14424 1.98769 2.86421  -0.8876
O 3.67026 0.77735 -4.43078  -0.3964
O 3.31051 -2.96440 -1.45072  -0.3854
O 1.13881 1.44730 0.33302  -0.9427
O -2.35458 0.33795 -1.01837  -0.3604
O 1.45548 -3.38221 -0.39652  -0.3719
O -1.50215 1.80655 -2.57464  -0.0604
O 2.02108 2.16249 -4.69866  -0.3482
N -0.33452 1.85176 -3.18940  -0.1158
N 2.14915 -2.67599 -1.13831  0.5042
N -1.44089 0.71987 -1.78525  0.4049
N -6.34724 0.76733 2.15838  -0.4258
N 2.53247 1.17721 -4.15767  0.5037
C -3.31459 -0.94983 2.13569  -0.1309
C 0.44937 0.82191 -2.80632  0.0800
C 0.28667 -1.10828 -1.33095  -0.1011
C 0.28501 -0.31885 1.99011  -0.7628
C -5.19692 0.57472 2.11687  0.3155
C 1.76632 0.43882 -3.17667  0.0565
C -3.83171 0.35244 2.09557  -0.3311
C -1.97049 -1.16789 2.13511  -0.2992
C 1.56443 -1.46912 -1.68749  0.0429
C 2.29572 -0.68679 -2.59935  -0.1450
C 2.96855 -0.01174 1.86121  0.7759
C -1.05451 -0.07905 2.06436  0.0949
C -0.24421 0.03843 -1.89576  0.0574
C -1.60183 1.24188 2.05138  -0.3199
C -2.94719 1.43928 2.06489  -0.1096
H 0.67416 -1.31391 2.08389  0.2163
H -1.59001 -2.17394 2.17036  0.1952
H -3.35388 2.43916 2.05922  0.2066
H 3.30004 -0.99251 -2.85336  0.2816
H -4.00599 -1.77538 2.16735  0.2058
H -0.92468 2.08217 2.07775  0.2262
H -0.29344 -1.69544 -0.63813  0.2872

=====

4.
Entry from the OMol25 dataset: a structure of composition C15H7F4NaO2 (ωB97M-V/def2-TZVPD).

Calculated values
Orbital gap   4.9886 eV
Total charge   0
E_HOMO   -7.2 eV

Last column: natural (NBO) charge in e.
Positions of all 29 atoms, in Å:
Na 0.28319 3.93137 -2.25639  0.9837
F 1.97299 -2.07431 1.52377  -0.3082
F -3.32949 -0.73658 2.04513  -0.2927
F 1.16545 0.53117 1.99605  -0.2999
F -2.58866 -3.39060 1.73574  -0.3062
O -1.42914 1.19806 1.77254  -0.8458
O -0.03321 -3.81596 0.77639  -0.5227
C 1.96063 0.68851 -1.88406  -0.2220
C 0.31413 -0.40884 1.63618  0.3776
C -0.32677 -2.75259 1.26743  0.4321
C 0.68582 -1.70263 1.53184  0.1831
C -2.10100 -1.11503 1.69457  0.4023
C 2.42342 1.88724 -1.34886  -0.2703
C -1.34201 0.24443 -0.26657  -0.3326
C -0.01515 -1.03508 -1.75681  -0.2684
C -0.12178 1.04876 -0.74760  -0.0222
C 0.32226 2.23886 -0.19083  -0.2788
C 0.67416 0.25131 -1.54696  0.0171
C -1.11916 0.06851 1.28622  0.2088
C -1.69794 -2.40692 1.63352  0.1592
C -1.22518 -1.00690 -1.14720  -0.1244
C 1.64005 2.60259 -0.43483  -0.3272
H -2.03701 -1.67236 -1.27749  0.2221
H -0.31994 2.77040 0.49176  0.2766
H 3.43900 2.24499 -1.55600  0.2221
H -2.30877 0.76038 -0.25017  0.2608
H 2.06957 3.42479 0.14749  0.2262
H 2.60172 0.07329 -2.54560  0.2232
H 0.44280 -1.84687 -2.32926  0.2264

=====

| no. | F_max (eV/A) |
| --- | --- |
| 1 | 1.53 |
| 2 | 4.95 |
| 3 | 7.59 |
| 4 | 2.72 |